Density functional theory data (ωB97M-V/def2-TZVPD) for a cluster of 2 separate species, C5H15N2 in total in a non-equilibrium geometry.

Properties
**Lowest unoccupied orbital energy**: -7.43 eV
**HOMO**: -13.56 eV
**Frontier orbital gap**: 6.14 eV
**Total charge**: +1
**Calculated total energy**: -308.63605 Eh

```
22
Properties=species:S:1:pos:R:3:forces:R:3
N 1.14834 0.15566 -3.09795 0.183 0.111 1.343
N -2.81718 0.78691 2.39364 0.429 0.295 0.008
C 0.62995 0.86088 -0.78997 -0.296 0.747 -2.365
C 0.40681 -0.89483 1.72837 -0.691 2.025 1.627
C 1.78224 0.61066 -1.81472 -0.533 -1.054 -0.096
C 0.13186 -1.39486 0.30714 -0.976 -1.600 -1.506
C -0.23838 -0.30784 -0.59041 0.720 2.520 3.492
H -2.51523 1.41706 1.65863 -0.151 -0.167 -0.222
H -0.47582 -0.80231 2.37384 -0.455 -1.143 -0.486
H -3.31477 1.40238 3.02795 -0.087 -0.290 0.198
H 1.05486 1.34387 0.09158 0.057 -0.722 0.409
H 0.97992 -1.95134 -0.11726 0.351 0.333 0.241
H 2.31280 1.55307 -1.89849 0.388 -0.247 -0.250
H -0.68706 -2.11710 0.31148 0.062 -0.034 0.170
H -3.47196 0.11318 2.01891 -0.148 0.154 -0.064
H 1.16660 -1.41541 2.29581 0.257 -0.273 -0.454
H 2.35477 -0.22083 -1.40277 0.656 0.433 0.147
H 1.77027 -0.47860 -3.59448 0.322 0.466 -0.185
H 0.03635 1.63751 -1.27837 -0.156 0.011 0.147
H 0.56426 0.18530 1.81149 1.014 -0.120 -0.581
H 0.46001 -0.48461 -2.72482 -0.707 -0.333 -0.723
H -1.27866 0.00126 -0.70960 -0.240 -1.109 -0.850
```
Positions in Å, forces in eV/Å.